# C4H4S3

A cluster of 2 separate species, C4H4S3 in total in a non-equilibrium geometry (ωB97M-V with the def2-TZVPD basis set, OMol25).

XYZ file:
```
11
Properties=species:S:1:pos:R:3:forces:R:3
C -0.191604 1.160545 0.266149 0.1 1.8 -1.2
C 0.633734 0.390522 -0.129296 1.3 -0.4 -1.0
C -2.018196 -1.257723 0.171967 0.0 1.0 -0.1
C 1.778815 -0.428149 -0.622912 0.0 0.2 0.2
S -0.893437 -2.096888 0.868529 -1.1 -0.1 -0.4
S -1.260745 2.505787 0.601727 1.4 -0.5 -1.4
S -2.973993 -0.186648 -0.483801 0.6 -1.6 0.6
H -1.378343 1.715804 1.585572 -1.5 -0.5 2.8
H 2.174210 -0.118768 -1.617979 -0.8 -0.1 0.5
H 1.497413 -1.515593 -0.682232 0.6 1.0 0.3
H 2.632146 -0.168889 0.042272 -0.5 -0.9 -0.2
```
Positions in Å, forces in eV/Å.

The highest occupied orbital energy comes out at -8.70 eV. The multiplicity is 1. The HOMO-LUMO gap comes out at 8.66 eV. The calculated total energy comes out at -1349.26922 hartree. Its charge is 0. As for the molecular weight: 148.28 g/mol. As for the lowest unoccupied orbital energy: 0.0 eV.

List of Löwdin charges in e, atom by atom: -0.58, -0.23, -1.32, -0.11, 0.74, 0.74, 0.71, -0.17, 0.08, 0.06, 0.08